1.
{"formula": "C26H25F6MoN4O6P2S3", "method": "the ωB97M-V functional and the def2-TZVPD basis", "lumo_energy_ev": [-9.5, -9.1], "e_homo_ev": [-12.890, -13.304], "spin_multiplicity": 2, "gap_ev": [3.4, 4.3], "de_lowest_ev": 1.148, "charge": 2, "s_squared": 0.923, "fmax_ev_per_a": 3.133, "symbols": ["Mo", "N", "P", "C", "C", "C", "C", "C", "C", "C", "C", "C", "C", "C", "C", "C", "C", "C", "C", "C", "N", "H", "H", "H", "H", "H", "H", "H", "H", "H", "H", "H", "H", "H", "H", "H", "O", "S", "O", "O", "C", "C", "C", "C", "C", "C", "S", "O", "O", "O", "H", "H", "H", "H", "F", "P", "F", "F", "F", "F", "F", "S", "C", "N", "C", "C", "N", "H", "H", "H", "H", "H", "H"], "xyz": [[1.55, -0.21, 0.20], [0.92, -2.78, 1.89], [-0.11, -1.85, 0.91], [-1.57, -1.47, 1.90], [-1.83, -0.17, 2.33], [-2.96, 0.10, 3.09], [-3.81, -0.94, 3.44], [-3.54, -2.24, 3.04], [-2.43, -2.51, 2.27], [-0.65, -3.02, -0.33], [-1.90, -2.87, -0.92], [-2.27, -3.69, -1.99], [-1.38, -4.64, -2.47], [-0.13, -4.79, -1.88], [0.24, -3.99, -0.81], [2.05, -2.21, 2.41], [2.88, -2.89, 3.31], [3.98, -2.24, 3.81], [4.22, -0.91, 3.46], [3.39, -0.31, 2.55], [2.34, -0.96, 1.97], [0.64, -3.67, 2.27], [-1.16, 0.63, 2.07], [-3.15, 1.11, 3.41], [-4.70, -0.73, 4.03], [-4.20, -3.04, 3.34], [-2.22, -3.53, 1.95], [-2.63, -2.22, -0.47], [-3.24, -3.58, -2.44], [-1.65, -5.26, -3.31], [0.56, -5.53, -2.26], [1.22, -4.10, -0.36], [2.64, -3.91, 3.58], [4.65, -2.76, 4.49], [5.05, -0.35, 3.87], [3.55, 0.71, 2.23], [-1.00, 1.81, -0.28], [-0.08, 2.46, 0.60], [-0.63, 3.02, 1.79], [1.00, 1.37, 0.99], [0.81, 3.71, -0.28], [0.66, 5.01, 0.16], [1.21, 6.05, -0.59], [1.90, 5.78, -1.76], [2.09, 4.47, -2.18], [1.54, 3.43, -1.44], [2.07, 1.80, -1.91], [2.48, 1.84, -3.26], [3.13, 1.55, -0.80], [1.03, 0.78, -1.59], [0.10, 5.19, 1.06], [1.10, 7.06, -0.24], [2.30, 6.59, -2.35], [2.66, 4.23, -3.07], [1.99, -1.68, -0.79], [4.68, 0.55, -1.19], [5.34, 1.41, -0.03], [3.76, -0.29, -2.20], [4.10, -0.48, 0.01], [5.05, 1.61, -2.29], [5.93, -0.36, -1.41], [-1.43, -0.47, -2.31], [-2.85, 0.46, -2.29], [-3.27, 1.22, -3.29], [-4.55, 1.88, -3.01], [-4.88, 1.36, -1.59], [-3.75, 0.48, -1.30], [-2.79, 1.31, -4.17], [-5.30, 1.58, -3.74], [-4.45, 2.96, -3.05], [-5.82, 0.80, -1.57], [-4.95, 2.17, -0.86], [-3.54, 0.17, -0.37]], "mulliken_charge": [0.434, 0.047, 3.079, 0.306, -0.362, -0.743, -0.566, -0.848, -0.429, 0.757, -0.885, -0.560, -0.641, -0.846, -0.816, 0.329, -1.004, -0.364, -0.919, -0.299, 0.449, 0.319, 0.011, 0.515, 0.457, 0.455, 0.472, 0.637, 0.465, 0.436, 0.460, 0.428, 0.480, 0.471, 0.483, 0.563, -0.157, 1.437, -0.648, -0.408, -0.250, -0.436, -0.731, -0.705, -0.955, -0.016, 0.782, -0.514, -0.186, 0.042, 0.615, 0.445, 0.452, 0.594, -0.482, 1.412, -0.384, -0.359, -0.288, -0.305, -0.290, -0.228, 0.370, -0.149, -0.549, -0.487, 0.038, 0.203, 0.323, 0.311, 0.339, 0.294, 0.096]}

2.
{"formula": "C26H25F6N3O3Rb", "method": "the ωB97M-V functional and the def2-TZVPD basis", "lumo_energy_ev": 1.1, "e_homo_ev": -3.053, "spin_multiplicity": 1, "gap_ev": 4.1, "de_lowest_ev": 0.158, "charge": -1, "fmax_ev_per_a": 1.595, "symbols": ["Rb", "O", "C", "O", "C", "C", "C", "C", "C", "C", "N", "C", "C", "C", "C", "C", "C", "N", "H", "H", "H", "H", "H", "H", "H", "H", "H", "H", "C", "N", "C", "C", "C", "C", "C", "C", "C", "C", "H", "H", "H", "H", "H", "H", "H", "H", "H", "H", "H", "H", "C", "C", "O", "C", "F", "F", "F", "C", "F", "F", "F", "H", "H", "H"], "xyz": [[-0.48, -0.04, -0.22], [5.74, -4.19, -0.50], [6.19, -2.93, -0.34], [7.37, -2.74, -0.26], [5.18, -1.84, -0.33], [5.60, -0.54, -0.62], [4.70, 0.50, -0.66], [3.34, 0.28, -0.37], [2.93, -1.02, -0.05], [3.83, -2.06, -0.03], [2.34, 1.24, -0.43], [2.53, 2.49, -0.36], [1.43, 3.43, -0.46], [1.68, 4.80, -0.34], [0.63, 5.70, -0.39], [-0.65, 5.20, -0.53], [-0.81, 3.82, -0.64], [0.19, 2.96, -0.62], [4.79, -4.20, -0.67], [6.64, -0.38, -0.85], [5.03, 1.49, -0.95], [1.89, -1.19, 0.17], [3.47, -3.04, 0.23], [3.52, 2.92, -0.16], [2.70, 5.15, -0.21], [0.80, 6.76, -0.30], [-1.51, 5.85, -0.55], [-1.80, 3.39, -0.74], [-3.70, -0.72, 0.45], [-3.61, 0.73, 0.49], [-4.51, 1.31, -0.50], [-3.91, 1.23, 1.83], [-2.83, 0.94, 2.85], [-3.19, 0.81, 4.19], [-2.22, 0.60, 5.16], [-0.88, 0.52, 4.79], [-0.53, 0.65, 3.44], [-1.49, 0.86, 2.45], [-4.73, -1.07, 0.65], [-3.04, -1.14, 1.21], [-3.38, -1.09, -0.52], [-5.56, 1.01, -0.35], [-4.20, 0.99, -1.50], [-4.46, 2.40, -0.45], [-4.88, 0.82, 2.18], [-4.03, 2.32, 1.76], [-4.24, 0.87, 4.49], [-2.50, 0.50, 6.20], [-0.11, 0.36, 5.54], [0.52, 0.61, 3.17], [-0.70, -2.03, -3.43], [-0.70, -2.94, -2.17], [-0.70, -2.30, -1.02], [-1.96, -3.87, -2.30], [-2.07, -4.51, -3.49], [-3.08, -3.12, -2.17], [-2.01, -4.82, -1.35], [0.56, -3.86, -2.29], [1.68, -3.09, -2.30], [0.62, -4.61, -3.42], [0.70, -4.71, -1.26], [-1.60, -1.41, -3.39], [-0.69, -2.60, -4.36], [0.18, -1.39, -3.38]], "nbo_charge": [0.909, -0.669, 0.775, -0.575, -0.190, -0.163, -0.227, 0.102, -0.124, -0.185, -0.402, 0.140, 0.111, -0.221, -0.177, -0.241, 0.062, -0.383, 0.490, 0.234, 0.207, 0.224, 0.216, 0.151, 0.212, 0.215, 0.220, 0.208, -0.434, -0.435, -0.403, -0.257, -0.011, -0.266, -0.277, -0.250, -0.293, -0.461, 0.153, 0.228, 0.207, 0.152, 0.189, 0.184, 0.147, 0.183, 0.175, 0.186, 0.180, 0.159, -0.656, 0.138, -0.929, 0.938, -0.351, -0.340, -0.326, 0.939, -0.352, -0.347, -0.329, 0.215, 0.213, 0.212]}